w) {
  "formula": "C14H42O7",
  "method": "ωB97M-V/def2-TZVPD",
  "spin_multiplicity": 1,
  "smiles": "CCO.CCO.CCO.CCO.CCO.CCO.CCO",
  "lumo_ha": 0.020,
  "orbital_gap_ha": 0.34795,
  "elements": ["C", "C", "O", "H", "H", "H", "H", "H", "H", "C", "C", "O", "H", "H", "H", "H", "H", "H", "C", "C", "O", "H", "H", "H", "H", "H", "H", "C", "C", "O", "H", "H", "H", "H", "H", "H", "C", "C", "O", "H", "H", "H", "H", "H", "H", "C", "C", "O", "H", "H", "H", "H", "H", "H", "C", "C", "O", "H", "H", "H", "H", "H", "H"],
  "positions_angstrom": [[-48.066, -35.529, -30.340], [-47.368, -36.598, -31.243], [-48.418, -37.380, -31.892], [-48.617, -34.811, -30.682], [-47.373, -34.989, -29.733], [-48.784, -35.944, -29.600], [-46.594, -37.224, -30.837], [-46.707, -35.922, -32.043], [-48.009, -38.125, -32.155], [-51.955, -40.297, -31.443], [-53.388, -40.361, -31.294], [-53.735, -40.180, -29.861], [-51.468, -41.085, -30.794], [-51.531, -39.405, -30.865], [-51.495, -40.267, -32.592], [-53.732, -41.325, -31.832], [-53.926, -39.524, -31.842], [-54.641, -40.252, -29.678], [-52.126, -44.144, -27.406], [-51.514, -42.774, -28.000], [-50.321, -42.495, -27.261], [-51.385, -44.872, -27.512], [-52.891, -44.441, -28.066], [-52.332, -43.882, -26.462], [-52.175, -41.933, -28.138], [-50.965, -42.829, -29.080], [-50.049, -41.612, -27.553], [-51.559, -38.809, -25.876], [-52.533, -38.967, -27.037], [-51.877, -39.016, -28.245], [-50.742, -38.068, -26.199], [-50.906, -39.922, -25.815], [-52.152, -38.448, -24.995], [-53.267, -38.209, -27.205], [-53.241, -39.860, -26.846], [-52.608, -39.049, -28.783], [-45.166, -38.633, -28.378], [-46.005, -37.691, -27.476], [-45.756, -37.945, -26.192], [-45.385, -38.430, -29.470], [-45.277, -39.617, -28.131], [-44.078, -38.404, -28.263], [-47.064, -37.696, -27.798], [-45.649, -36.776, -27.759], [-46.139, -37.129, -25.741], [-47.669, -41.553, -29.656], [-48.556, -40.297, -29.826], [-49.228, -40.129, -28.513], [-46.864, -41.365, -29.096], [-47.183, -41.671, -30.631], [-48.205, -42.441, -29.627], [-49.192, -40.062, -30.796], [-48.046, -39.415, -29.986], [-49.967, -39.611, -28.663], [-48.551, -40.531, -33.574], [-47.077, -40.200, -33.686], [-46.609, -39.705, -32.534], [-48.776, -41.180, -32.839], [-48.893, -40.927, -34.530], [-48.839, -39.498, -33.276], [-46.947, -39.552, -34.431], [-46.465, -41.112, -33.982], [-45.791, -39.951, -32.215]],
  "lowdin_charge": [-0.0723, -0.2320, -0.0623, -0.0045, 0.0610, 0.0861, 0.0618, 0.1518, -0.0577, -0.1432, -0.3083, -0.0829, 0.0749, 0.0851, 0.1467, 0.1350, 0.1244, 0.0614, -0.0284, -0.2681, -0.1280, 0.0502, 0.0515, 0.0264, 0.0701, 0.1327, 0.0261, -0.0829, -0.3914, -0.0797, 0.0845, 0.1527, 0.0742, 0.0995, 0.1308, -0.0024, -0.0557, -0.3989, -0.0401, 0.0708, 0.0236, 0.0881, 0.1163, 0.0725, 0.1383, -0.0247, -0.2136, -0.0827, 0.0241, 0.0671, 0.0564, 0.1215, 0.0455, -0.0057, -0.0480, -0.3569, -0.0263, 0.0235, 0.0924, 0.0841, 0.0701, 0.1432, 0.0720]
}

x) {
  "formula": "C14H42O7",
  "method": "ωB97M-V/def2-TZVPD",
  "spin_multiplicity": 1,
  "smiles": "CCO.CCO.CCO.CCO.CCO.CCO.CCO",
  "lumo_ha": 0.012,
  "orbital_gap_ha": 0.35895,
  "elements": ["C", "C", "O", "H", "H", "H", "H", "H", "H", "C", "C", "O", "H", "H", "H", "H", "H", "H", "C", "C", "O", "H", "H", "H", "H", "H", "H", "C", "C", "O", "H", "H", "H", "H", "H", "H", "C", "C", "O", "H", "H", "H", "H", "H", "H", "C", "C", "O", "H", "H", "H", "H", "H", "H", "C", "C", "O", "H", "H", "H", "H", "H", "H"],
  "positions_angstrom": [[1.266, 3.849, -3.463], [0.666, 2.602, -2.916], [-0.015, 2.861, -1.700], [0.509, 4.565, -3.786], [1.884, 3.646, -4.341], [1.919, 4.311, -2.719], [1.426, 1.831, -2.724], [-0.023, 2.147, -3.641], [-0.339, 2.008, -1.361], [0.330, -3.857, -1.563], [-0.289, -4.834, -2.559], [-1.517, -4.278, -3.031], [0.337, -2.833, -1.926], [1.326, -4.210, -1.298], [-0.258, -3.859, -0.640], [-0.407, -5.828, -2.123], [0.420, -4.953, -3.387], [-1.823, -4.836, -3.755], [-0.179, 0.811, 1.163], [-0.329, -0.189, 0.049], [-1.201, 0.383, -0.938], [-1.163, 1.052, 1.566], [0.300, 1.708, 0.774], [0.410, 0.473, 2.020], [-0.763, -1.129, 0.408], [0.619, -0.485, -0.416], [-1.689, -0.380, -1.308], [-4.823, -1.423, -2.339], [-3.757, -2.090, -1.470], [-2.461, -1.851, -2.003], [-4.544, -0.404, -2.589], [-5.819, -1.485, -1.898], [-4.880, -2.019, -3.255], [-3.980, -3.162, -1.428], [-3.789, -1.745, -0.431], [-2.109, -2.691, -2.349], [1.458, 4.134, 2.085], [1.130, 4.249, 3.566], [0.580, 3.044, 4.104], [2.314, 3.453, 2.012], [1.705, 5.081, 1.614], [0.623, 3.662, 1.572], [0.360, 5.000, 3.741], [2.009, 4.497, 4.168], [1.209, 2.324, 3.989], [-1.788, -0.464, 4.423], [-1.405, -1.651, 3.535], [-1.810, -2.891, 4.105], [-2.866, -0.352, 4.509], [-1.329, 0.436, 4.011], [-1.397, -0.645, 5.427], [-0.323, -1.669, 3.371], [-1.901, -1.490, 2.573], [-1.056, -3.303, 4.527], [4.069, 1.160, -0.706], [3.824, -0.102, 0.105], [5.017, -0.521, 0.769], [4.379, 2.005, -0.090], [3.132, 1.448, -1.193], [4.836, 0.993, -1.462], [3.488, -0.893, -0.573], [3.063, 0.053, 0.873], [5.420, -1.265, 0.323]],
  "lowdin_charge": [-0.0972, -0.3521, -0.0908, 0.0762, 0.0740, 0.0761, 0.0941, 0.1135, 0.0308, -0.0812, -0.2902, -0.0889, 0.0725, 0.0776, 0.0782, 0.1133, 0.1120, 0.1027, -0.0842, -0.2990, -0.0993, 0.0876, 0.0489, 0.0684, 0.0992, 0.1015, 0.0483, -0.0779, -0.2981, -0.1113, 0.0749, 0.0728, 0.0718, 0.1133, 0.1098, 0.0468, -0.0804, -0.3122, -0.0967, 0.0702, 0.0753, 0.0577, 0.1098, 0.1066, 0.0718, -0.0785, -0.3273, -0.0777, 0.0752, 0.0542, 0.0739, 0.1066, 0.0969, 0.0762, -0.0777, -0.3177, -0.0826, 0.0736, 0.0543, 0.0749, 0.1061, 0.0989, 0.0745]
}

x) wins, 0.2331 hartree ahead of the next structure.